# C3H7NO2

C3H7NO2 as an isolated structure at a distorted geometry (ωB97M-V/def2-TZVPD, OMol25).

```
13
Properties=species:S:1:pos:R:3:nbo_charge:R:1
C -0.296 -1.737 -0.209 -0.61
C 1.176 0.302 -0.161 0.66
N -1.324 1.371 0.443 -0.50
C 0.992 -0.992 -0.014 -0.45
O -0.238 1.348 -0.496 -0.52
O 1.946 1.287 -0.116 -0.69
H 0.661 1.994 -0.329 0.52
H -1.968 2.066 0.075 0.35
H -0.948 1.715 1.326 0.34
H 1.881 -1.550 0.256 0.24
H -0.186 -2.494 -0.990 0.21
H -0.598 -2.249 0.709 0.21
H -1.099 -1.062 -0.495 0.23
```

The energy above the lowest of the compared OMol25 structures with the same formula, charge and spin comes out at 5.174 eV. For the total energy, the calculation gives -323.5908 a.u. The value obtained for the HOMO energy is -0.30707 Eh.

***

# C3H7NO2

The molecule C3H7NO2 (ωB97M-V/def2-TZVPD, OMol25).

```
13
Properties=species:S:1:pos:R:3:nbo_charge:R:1
N -0.938 -1.088 -1.172 -0.84
C -0.974 0.272 -1.084 0.68
O -1.627 0.960 -1.848 -0.61
C -0.136 0.879 0.037 -0.54
C 1.183 0.155 0.349 -0.07
O 1.000 -0.881 1.301 -0.73
H -0.545 -1.655 -0.434 0.41
H -1.524 -1.515 -1.873 0.40
H -0.748 0.860 0.949 0.23
H 0.010 1.930 -0.232 0.24
H 1.582 -0.339 -0.541 0.19
H 1.947 0.868 0.689 0.17
H 0.824 -0.459 2.150 0.47
```

The energy above the lowest of the compared OMol25 structures with the same formula, charge and spin comes out at 0.596 eV. For the total energy, the calculation gives -323.7591 a.u. The value obtained for the HOMO energy is -0.35686 Eh.

***

# C3H7NO2

C3H7NO2 as an isolated structure at a distorted geometry (ωB97M-V/def2-TZVPD, OMol25).

```
13
Properties=species:S:1:pos:R:3:nbo_charge:R:1
C 1.156 -1.616 0.359 -0.43
C -0.565 -1.218 -1.565 -0.07
N 0.299 -0.823 -0.720 -0.42
H 2.002 -2.117 -0.184 0.21
H 1.456 -0.901 1.136 0.21
H 0.537 -2.331 0.795 0.19
H -0.851 -2.307 -1.658 0.13
H -1.056 -0.437 -2.361 0.18
H 0.260 2.379 -0.779 0.52
O -0.474 1.856 0.083 -0.77
C -0.968 2.458 1.299 0.63
O -0.276 3.340 1.667 -0.54
H -1.521 1.716 1.928 0.16
```

The energy above the lowest of the compared OMol25 structures with the same formula, charge and spin comes out at 5.100 eV. For the total energy, the calculation gives -323.5936 a.u. The value obtained for the HOMO energy is -0.32295 Eh.

***

# C3H7NO2

C3H7NO2 as an isolated structure at a distorted geometry (ωB97M-V/def2-TZVPD, OMol25).

```
13
Properties=species:S:1:pos:R:3:nbo_charge:R:1
C 0.275 0.429 -1.444 -0.52
C -0.956 -0.456 -1.605 -0.05
C 0.660 -0.735 -0.571 0.14
N 0.314 0.222 2.856 -0.37
O -0.497 -1.427 -0.736 -0.48
O 0.889 0.648 1.730 -0.34
H 0.926 0.607 -2.278 0.22
H 0.096 1.222 -0.775 0.22
H -1.906 0.036 -1.530 0.19
H -0.984 -0.926 -2.675 0.16
H 0.982 -0.660 0.457 0.18
H -0.614 0.586 2.937 0.33
H 0.815 0.454 3.632 0.34
```

The energy above the lowest of the compared OMol25 structures with the same formula, charge and spin comes out at 7.411 eV. For the total energy, the calculation gives -323.5086 a.u. The value obtained for the HOMO energy (alpha / beta) is -0.25188 / -0.35980 Eh.

***

# C3H7NO2

The molecule C3H7NO2 (ωB97M-V/def2-TZVPD, OMol25).

```
13
Properties=species:S:1:pos:R:3:nbo_charge:R:1
O -1.575 0.544 0.285 -0.72
C -1.160 -0.813 0.300 -0.10
C 0.163 -1.031 -0.409 -0.13
O 1.293 -0.620 0.381 -0.53
C 1.858 0.594 0.409 0.32
N 1.174 1.560 -0.227 -0.86
H -1.080 1.007 0.972 0.47
H -1.085 -1.198 1.327 0.18
H -1.941 -1.383 -0.213 0.19
H 0.319 -2.103 -0.564 0.20
H 0.161 -0.535 -1.388 0.18
H 1.625 2.462 -0.224 0.40
H 0.248 1.516 -0.649 0.39
```

The energy above the lowest of the compared OMol25 structures with the same formula, charge and spin comes out at 3.023 eV. For the total energy, the calculation gives -323.6699 a.u. The value obtained for the HOMO energy is -0.31400 Eh.

***

# C3H7NO2S

The molecule C3H7NO2S at a distorted geometry (ωB97M-V/def2-TZVPD, OMol25).

```
14
Properties=species:S:1:pos:R:3:nbo_charge:R:1
C -0.460 1.914 -0.067 0.34
C -0.043 1.610 1.263 -0.74
C 1.292 -1.891 -0.844 -0.43
N 0.641 -0.749 -0.293 -0.71
O -0.857 2.860 -0.623 -0.46
O -1.860 -0.331 -0.016 -0.94
S -0.503 -0.085 -1.050 1.11
H 0.290 2.554 1.802 0.26
H 0.669 0.760 1.253 0.26
H -0.880 1.107 1.709 0.23
H 2.370 -1.938 -0.529 0.22
H 1.065 -1.947 -1.846 0.18
H 0.845 -2.866 -0.460 0.20
H -2.569 -0.998 -0.299 0.49
```

The energy above the lowest of the compared OMol25 structures with the same formula, charge and spin comes out at 4.373 eV. As for the multiplicity: 3. For the total energy, the calculation gives -721.6865 a.u. The value obtained for the HOMO energy (alpha / beta) is -0.17817 / -0.35508 Eh.

***

# C3H7NO2S3

C3H7NO2S3 as an isolated structure at a distorted geometry (ωB97M-V/def2-TZVPD, OMol25).

```
16
Properties=species:S:1:pos:R:3:nbo_charge:R:1
C 1.527 -0.486 0.567 0.73
C -1.148 -0.255 0.598 -0.48
C 0.619 0.536 -0.075 -0.05
N 0.408 0.468 -1.506 -0.88
O 1.717 -1.579 -0.154 -0.67
O 2.097 -0.236 1.555 -0.55
S -2.385 1.049 0.533 0.04
S -1.460 -1.856 -0.383 -0.07
S 0.671 2.284 0.472 0.01
H -1.045 -0.538 1.614 0.21
H 1.024 -1.617 -0.832 0.51
H -0.139 1.277 -1.853 0.39
H 1.214 0.330 -2.114 0.39
H -2.283 1.185 -0.849 0.12
H -1.382 -2.813 0.633 0.15
H 0.565 2.250 1.794 0.15
```

The energy above the lowest of the compared OMol25 structures with the same formula, charge and spin comes out at 0.000 eV. For the total energy, the calculation gives -1518.2484 a.u. The value obtained for the HOMO energy is -0.32451 Eh.

***

# C3H7NO3

A 2-piece molecular cluster, C3H7NO3 overall at a distorted geometry (ωB97M-V/def2-TZVPD, OMol25).

```
14
Properties=species:S:1:pos:R:3:nbo_charge:R:1
C -0.886 1.313 -0.155 -0.73
C 0.006 0.666 0.886 0.72
O -0.307 -0.182 1.664 -0.50
N 1.427 0.640 0.445 -0.70
C 1.658 -0.236 -0.604 0.50
O 2.634 -0.096 -1.302 -0.57
H -0.371 2.201 -0.525 0.23
H -1.803 1.580 0.341 0.24
H -0.998 0.690 -1.038 0.26
H 1.928 1.517 0.401 0.40
H 1.146 -1.207 -0.580 0.15
O -1.241 -2.485 -0.127 -0.94
H -1.168 -1.596 0.251 0.47
H -2.026 -2.805 0.343 0.47
```

The energy above the lowest of the compared OMol25 structures with the same formula, charge and spin comes out at 1.926 eV. For the total energy, the calculation gives -398.9669 a.u. The value obtained for the HOMO energy is -0.37738 Eh.

***

Q: Number 4 is which compound?
A: C3H7NO2